Entry from the Open Molecules 2025 dataset: a single C9H17N3O5 molecule in a non-equilibrium geometry (the ωB97M-V functional and the def2-TZVPD basis).

Multiplicity: 1
Energy above the lowest of the compared OMol25 structures with the same formula, charge and spin: 23.97 kcal per mole
SMILES string: C[C@@H](O)[C@H](NC(=O)[C@@H](N)CCC(N)=O)C(=O)O

Atoms and positions in Å:
C (0.255, 0.759, 3.361)
C (-0.380, -0.559, 2.965)
O (-1.285, -1.006, 3.932)
C (-1.219, -0.363, 1.647)
N (-0.307, -0.349, 0.469)
C (0.354, -1.475, 0.085)
O (0.345, -2.544, 0.662)
C (1.146, -1.226, -1.191)
N (2.020, -2.387, -1.413)
C (0.135, -1.097, -2.386)
C (0.429, 0.167, -3.220)
C (0.206, 1.549, -2.639)
N (0.496, 2.646, -3.404)
O (-0.219, 1.800, -1.506)
C (-2.030, 0.936, 1.846)
O (-3.046, 0.848, 2.471)
O (-1.678, 2.028, 1.216)
H (0.958, 0.588, 4.217)
H (0.811, 1.182, 2.535)
H (-0.547, 1.512, 3.684)
H (0.372, -1.293, 2.758)
H (-1.241, -0.496, 4.761)
H (-1.956, -1.221, 1.621)
H (-0.534, 0.322, -0.318)
H (1.689, -0.307, -0.985)
H (2.783, -2.208, -0.763)
H (1.502, -3.117, -1.004)
H (-0.866, -1.090, -2.036)
H (0.329, -1.996, -2.931)
H (-0.114, 0.203, -4.177)
H (1.491, 0.055, -3.563)
H (0.716, 2.740, -4.360)
H (0.284, 3.545, -2.964)
H (-0.896, 1.853, 0.632)

---

Entry from the Open Molecules 2025 dataset: 3 unconnected molecules or ions with the total composition C28H42F5N2O7PS2 in a non-equilibrium geometry (the ωB97M-V functional and the def2-TZVPD basis).

Multiplicity: 1
Energy above the lowest of the compared OMol25 structures with the same formula, charge and spin: 34.67 kcal per mole
SMILES string: CCCN[C@H]1[C@H](S(=O)(=O)C(F)(F)C(F)(F)F)[C@H](P(N)O)[C@@H](CCCCCOCC)OS1(=O)=O.c1ccccc1.c1ccccc1

Atoms and positions in Å:
C (2.946, -0.301, 5.769)
C (4.293, -0.463, 5.015)
C (4.099, -1.288, 3.709)
N (4.661, -0.664, 2.491)
C (3.587, 0.013, 1.779)
C (4.153, 1.236, 0.955)
S (3.667, 2.701, 1.899)
O (2.251, 2.867, 2.019)
O (4.193, 2.495, 3.221)
C (4.346, 4.355, 1.390)
F (3.740, 4.875, 0.346)
F (3.996, 5.151, 2.397)
C (5.925, 4.461, 1.290)
F (6.535, 3.299, 1.433)
F (6.373, 5.236, 2.265)
F (6.234, 5.079, 0.174)
C (3.731, 1.127, -0.533)
P (4.363, 2.468, -1.682)
N (6.087, 2.433, -1.331)
O (4.295, 1.937, -3.259)
C (2.206, 0.857, -0.579)
C (1.425, 1.419, -1.760)
C (0.899, 2.851, -1.567)
C (-0.092, 3.059, -0.378)
C (-0.949, 1.844, 0.021)
C (-1.974, 1.404, -1.048)
O (-2.539, 0.167, -0.604)
C (-2.000, -0.927, -1.312)
C (-2.342, -2.247, -0.627)
O (2.055, -0.600, -0.594)
S (2.555, -1.188, 0.824)
O (1.417, -1.591, 1.580)
O (3.391, -2.305, 0.550)
H (2.296, -1.175, 5.656)
H (2.398, 0.594, 5.448)
H (3.129, -0.174, 6.844)
H (5.006, -0.961, 5.682)
H (4.681, 0.550, 4.852)
H (4.604, -2.250, 3.864)
H (3.033, -1.518, 3.622)
H (5.309, 0.070, 2.760)
H (2.925, 0.417, 2.564)
H (5.241, 1.097, 0.988)
H (4.218, 0.201, -0.897)
H (6.583, 2.215, -2.196)
H (6.280, 1.613, -0.748)
H (5.035, 1.342, -3.471)
H (1.672, 1.175, 0.330)
H (0.548, 0.770, -1.887)
H (1.949, 1.371, -2.723)
H (0.417, 3.247, -2.469)
H (1.749, 3.528, -1.391)
H (-0.801, 3.839, -0.699)
H (0.421, 3.482, 0.492)
H (-1.530, 2.139, 0.905)
H (-0.385, 0.950, 0.320)
H (-2.797, 2.130, -1.020)
H (-1.534, 1.288, -2.046)
H (-2.463, -0.970, -2.314)
H (-0.903, -0.895, -1.423)
H (-2.061, -3.098, -1.260)
H (-3.417, -2.351, -0.432)
H (-1.823, -2.377, 0.330)
C (-6.374, -5.893, -1.949)
C (-5.020, -6.187, -2.041)
C (-4.177, -5.925, -0.970)
C (-4.689, -5.365, 0.195)
C (-6.041, -5.064, 0.283)
C (-6.884, -5.330, -0.788)
H (-7.031, -6.104, -2.783)
H (-4.620, -6.620, -2.950)
H (-3.121, -6.156, -1.041)
H (-4.033, -5.163, 1.032)
H (-6.439, -4.623, 1.189)
H (-7.939, -5.096, -0.718)
C (-6.800, 1.001, -3.756)
C (-7.111, -0.349, -3.850)
C (-6.727, -1.223, -2.842)
C (-6.028, -0.747, -1.741)
C (-5.709, 0.602, -1.651)
C (-6.096, 1.476, -2.657)
H (-7.106, 1.683, -4.540)
H (-7.655, -0.720, -4.711)
H (-6.972, -2.276, -2.913)
H (-5.729, -1.428, -0.953)
H (-5.158, 0.969, -0.795)
H (-5.849, 2.528, -2.586)

---

Entry from the Open Molecules 2025 dataset: a single C5H9NO molecule in a non-equilibrium geometry (the ωB97M-V functional and the def2-TZVPD basis).

Multiplicity: 1
Energy above the lowest of the compared OMol25 structures with the same formula, charge and spin: 32.53 kcal per mole
SMILES string: [H]/N=C/CCC(C)=O

Atoms and positions in Å:
H (2.622, 1.110, 1.578)
N (2.265, 0.414, 0.918)
C (1.478, 0.848, 0.049)
C (1.031, -0.039, -1.130)
C (-0.483, -0.184, -1.082)
C (-0.794, -0.934, 0.232)
C (-1.809, -0.254, 1.115)
O (-0.385, -2.052, 0.426)
H (1.186, 1.906, -0.058)
H (1.505, -1.013, -1.005)
H (1.348, 0.447, -2.055)
H (-0.837, -0.802, -1.917)
H (-0.970, 0.791, -1.094)
H (-2.646, 0.134, 0.534)
H (-1.331, 0.581, 1.626)
H (-2.181, -0.953, 1.864)

---

Entry from the Open Molecules 2025 dataset: a single C9H9F3S molecule in a non-equilibrium geometry (the ωB97M-V functional and the def2-TZVPD basis).

Multiplicity: 1
Energy above the lowest of the compared OMol25 structures with the same formula, charge and spin: 0.00 kcal per mole
SMILES string: F[C@H]1C2=C(SC1(F)F)[C@@H]1CC[C@H]2C1

Atoms and positions in Å:
F (1.010, -1.353, 2.675)
C (-0.113, -0.791, 2.165)
C (0.193, 0.293, 1.190)
C (-0.231, 0.155, -0.051)
S (-1.092, -1.293, -0.396)
C (-0.936, -1.798, 1.345)
F (-0.407, -3.044, 1.262)
F (-2.198, -1.884, 1.864)
C (0.253, 1.269, -0.902)
C (1.764, 1.038, -1.061)
C (2.282, 1.344, 0.398)
C (0.999, 1.600, 1.213)
C (0.225, 2.381, 0.150)
H (-0.735, -0.318, 2.956)
H (-0.331, 1.422, -1.791)
H (1.962, 0.037, -1.414)
H (2.223, 1.764, -1.752)
H (2.853, 0.532, 0.782)
H (2.913, 2.242, 0.496)
H (1.121, 2.116, 2.215)
H (-0.818, 2.589, 0.469)
H (0.705, 3.341, -0.172)

---

no.,E_HOMO (eV)
1,-9.43
2,-9.13
3,-9.55
4,-8.48